A structure of composition C29H67FeN9O11 at a distorted geometry. Source: OMol25; level of theory: wB97M-V/def2-TZVPD.

Structure (XYZ):
```
117
Properties=species:S:1:pos:R:3
Fe -1.88 0.58 1.36
O -1.83 -0.08 -0.61
C -0.48 -0.05 -0.99
C 0.61 0.19 0.10
O 0.16 0.74 1.29
H -0.44 0.80 -1.72
H -0.10 -0.84 -1.67
H 1.44 0.77 -0.34
H 1.10 -0.78 0.34
C -2.78 3.56 0.87
O -2.04 2.60 1.14
N -2.99 4.08 -0.32
C -3.99 5.10 -0.54
C -2.28 3.59 -1.50
H -3.36 4.00 1.69
H -4.75 4.73 -1.23
H -3.55 6.04 -0.88
H -4.57 5.31 0.36
H -1.87 4.49 -1.98
H -1.46 2.89 -1.34
H -3.00 3.12 -2.17
C -2.01 -2.06 3.14
O -1.79 -1.26 2.23
N -2.71 -3.19 3.01
C -3.08 -3.98 4.16
C -3.45 -3.43 1.77
H -1.63 -1.88 4.15
H -2.39 -3.76 4.98
H -3.02 -5.05 3.97
H -4.09 -3.74 4.48
H -3.26 -4.47 1.50
H -4.53 -3.34 1.95
H -3.14 -2.78 0.97
C -3.42 0.47 -3.67
O -4.57 0.10 -3.59
N -2.52 0.05 -4.57
C -1.19 0.65 -4.60
C -2.78 -0.90 -5.62
H -2.99 1.19 -2.96
H -0.82 1.26 -3.79
H -1.18 1.21 -5.55
H -0.45 -0.15 -4.74
H -1.95 -1.61 -5.66
H -3.65 -1.51 -5.38
H -2.87 -0.36 -6.56
C 0.16 4.84 1.40
O -0.35 5.66 2.14
N 0.47 5.07 0.10
C 1.16 4.12 -0.75
C 0.06 6.32 -0.50
H 0.46 3.83 1.71
H 2.24 4.33 -0.68
H 0.88 4.36 -1.77
H 0.99 3.10 -0.41
H -0.32 7.01 0.25
H 0.87 6.84 -1.02
H -0.78 6.19 -1.19
C 1.11 -1.43 4.84
O 0.71 -1.95 5.87
N 2.41 -1.34 4.51
C 2.89 -0.87 3.23
C 3.48 -1.82 5.37
H 0.41 -1.01 4.10
H 3.38 0.10 3.22
H 2.18 -0.89 2.40
H 3.61 -1.61 2.86
H 3.80 -2.79 5.01
H 4.27 -1.07 5.35
H 3.16 -1.91 6.41
C -4.06 -4.28 -2.45
O -4.52 -3.79 -1.44
N -2.89 -3.92 -3.02
C -2.46 -4.58 -4.23
C -2.01 -2.97 -2.40
H -4.61 -5.05 -3.01
H -1.54 -5.15 -4.05
H -2.32 -3.86 -5.05
H -3.21 -5.27 -4.60
H -2.27 -2.70 -1.38
H -0.99 -3.38 -2.38
H -1.93 -2.06 -2.99
C 3.92 -0.25 -2.82
O 3.46 -1.10 -3.54
N 3.32 0.95 -2.59
C 2.12 1.36 -3.29
C 3.99 2.04 -1.92
H 4.86 -0.30 -2.25
H 1.42 1.92 -2.69
H 1.62 0.45 -3.64
H 2.46 1.89 -4.19
H 4.27 2.76 -2.70
H 3.44 2.44 -1.07
H 5.01 1.88 -1.56
C 2.37 2.48 3.76
O 2.32 2.73 4.95
N 3.46 2.81 3.01
C 4.34 3.84 3.56
C 3.69 2.56 1.60
H 1.58 1.98 3.17
H 4.75 4.46 2.75
H 5.20 3.39 4.06
H 3.84 4.52 4.25
H 4.76 2.58 1.43
H 3.38 1.59 1.20
H 3.19 3.36 1.04
C 0.97 -4.57 -0.58
O 0.91 -5.32 -1.53
N 1.23 -4.97 0.69
C 1.08 -4.11 1.83
C 1.52 -6.36 0.95
H 0.73 -3.49 -0.61
H 2.03 -4.09 2.38
H 0.32 -4.48 2.52
H 0.82 -3.07 1.62
H 1.57 -7.02 0.09
H 2.41 -6.45 1.58
H 0.75 -6.77 1.62
```

Computed properties:
Spin multiplicity = 5
Total charge = 0
<S²> = 6.010
HOMO-LUMO gap (alpha / beta) = 7.7 / 7.5 eV

=====

A cluster of 14 separate species, C47H133N11O14 in total at a distorted geometry. Source: OMol25; level of theory: wB97M-V/def2-TZVPD.

Structure (XYZ):
```
205
Properties=species:S:1:pos:R:3
C 11.02 14.91 20.12
C 12.08 14.81 19.04
C 12.50 13.39 18.72
O 13.85 13.30 18.29
C 14.38 11.99 18.25
N 11.76 15.59 17.82
H 10.61 15.93 20.18
H 11.46 14.69 21.10
H 10.23 14.21 19.93
H 12.94 15.35 19.37
H 11.82 13.12 17.88
H 12.36 12.57 19.48
H 14.76 11.74 19.20
H 15.10 11.91 17.47
H 13.57 11.31 17.96
H 10.99 15.15 17.29
H 12.66 15.68 17.31
C 18.28 7.35 18.66
C 17.25 7.36 19.83
C 17.95 7.68 21.14
O 18.62 6.60 21.71
C 17.93 6.01 22.85
N 16.26 8.41 19.62
H 19.01 6.52 18.74
H 18.73 8.36 18.70
H 17.79 7.25 17.73
H 16.85 6.34 19.86
H 17.24 8.06 21.89
H 18.66 8.50 20.93
H 16.95 5.66 22.48
H 17.74 6.77 23.65
H 18.41 5.15 23.27
H 15.40 8.38 20.17
H 15.93 8.62 18.69
C 20.07 12.76 25.71
C 20.79 12.64 24.37
C 20.38 11.28 23.74
O 20.67 10.12 24.50
C 20.19 8.96 23.76
N 20.38 13.63 23.40
H 20.25 13.69 26.26
H 20.28 11.87 26.33
H 18.99 12.65 25.51
H 21.86 12.61 24.52
H 20.84 11.18 22.70
H 19.34 11.20 23.45
H 20.20 8.11 24.43
H 20.90 8.78 22.97
H 19.18 9.04 23.32
H 19.44 13.95 23.63
H 20.90 14.52 23.44
C 23.84 12.37 20.28
C 22.58 13.07 20.72
C 22.52 14.38 20.00
O 23.65 15.14 20.29
C 23.69 16.31 19.45
N 21.39 12.24 20.29
H 23.92 11.51 20.89
H 24.72 12.94 20.36
H 23.81 11.99 19.25
H 22.66 13.11 21.80
H 21.69 15.00 20.31
H 22.29 14.23 18.94
H 24.76 16.69 19.48
H 23.01 17.08 19.90
H 23.42 16.07 18.43
H 20.62 12.58 20.85
H 21.57 11.25 20.56
C 22.51 6.63 18.91
C 22.66 8.05 19.38
C 23.35 8.79 18.28
O 24.56 8.09 17.86
C 25.12 8.66 16.70
N 21.41 8.74 19.75
H 22.20 6.63 17.79
H 21.75 6.04 19.44
H 23.45 6.08 18.94
H 23.26 8.05 20.29
H 23.59 9.83 18.58
H 22.78 9.02 17.44
H 24.44 8.61 15.83
H 26.04 8.05 16.45
H 25.47 9.66 16.82
H 20.76 8.70 19.00
H 20.98 8.24 20.55
C 21.05 10.50 10.49
C 19.62 10.55 11.09
C 19.73 10.72 12.61
O 20.07 9.47 13.14
C 20.30 9.61 14.51
N 18.67 11.55 10.61
H 21.18 10.34 9.40
H 21.55 9.67 10.96
H 21.44 11.49 10.66
H 19.18 9.56 10.85
H 18.87 11.14 13.05
H 20.60 11.42 12.70
H 20.47 8.62 14.89
H 19.45 10.04 15.12
H 21.23 10.18 14.73
H 18.78 11.77 9.61
H 18.93 12.43 11.07
C 22.17 13.86 15.80
C 20.88 13.85 16.46
C 19.79 14.49 15.51
O 20.29 15.81 15.38
C 19.35 16.66 14.77
N 20.45 12.48 16.81
H 22.50 14.79 15.24
H 22.13 13.08 15.04
H 22.93 13.56 16.52
H 20.89 14.41 17.37
H 18.82 14.36 15.97
H 19.79 14.06 14.48
H 18.91 17.33 15.51
H 18.65 16.12 14.17
H 19.92 17.32 14.12
H 20.71 11.71 16.17
H 20.75 12.25 17.76
C 17.14 14.54 11.91
C 17.85 15.68 11.24
C 19.18 15.29 10.59
O 20.06 14.99 11.69
C 21.36 14.75 11.21
N 16.96 16.27 10.21
H 16.63 13.85 11.20
H 16.32 14.95 12.50
H 17.81 14.03 12.55
H 18.24 16.40 12.00
H 19.57 16.16 9.98
H 19.03 14.44 9.92
H 21.90 14.32 12.03
H 21.81 15.72 10.88
H 21.33 14.08 10.32
H 16.15 16.59 10.70
H 17.23 17.15 9.81
C 16.14 9.79 13.67
C 15.41 9.00 14.72
C 16.41 8.06 15.45
O 15.93 7.28 16.50
C 14.96 6.27 16.20
N 14.68 9.86 15.66
H 15.51 10.44 13.11
H 16.57 9.05 12.98
H 17.02 10.40 14.02
H 14.67 8.43 14.10
H 17.24 8.58 15.84
H 16.83 7.44 14.66
H 14.13 6.69 15.65
H 14.53 5.89 17.12
H 15.43 5.41 15.75
H 15.45 10.44 16.00
H 14.26 9.27 16.37
C 17.08 15.17 22.93
C 16.21 15.10 21.72
C 17.01 14.73 20.50
O 18.05 15.72 20.29
C 18.91 15.24 19.27
N 15.15 14.11 21.86
H 16.53 15.48 23.82
H 17.98 15.84 22.83
H 17.48 14.16 23.13
H 15.64 16.03 21.50
H 16.35 14.73 19.63
H 17.41 13.70 20.68
H 18.34 15.08 18.31
H 19.42 14.30 19.54
H 19.66 16.08 19.10
H 14.46 14.20 21.11
H 15.47 13.14 21.72
C 15.89 11.34 24.26
C 15.83 10.30 23.20
C 14.44 9.78 22.83
O 14.47 8.57 22.17
C 14.41 7.45 23.01
N 16.45 10.87 21.99
H 15.10 11.10 25.01
H 15.72 12.37 23.86
H 16.85 11.41 24.72
H 16.32 9.41 23.51
H 13.98 10.57 22.21
H 13.88 9.65 23.78
H 15.38 7.31 23.57
H 14.40 6.58 22.39
H 13.57 7.55 23.70
H 17.37 11.28 22.17
H 16.59 10.12 21.30
C 16.21 17.53 18.04
O 16.66 17.17 16.79
H 15.56 16.75 18.54
H 17.07 17.68 18.76
H 15.71 18.52 18.05
H 16.25 16.31 16.61
C 15.50 14.06 15.41
O 15.14 14.92 16.47
H 15.28 14.56 14.51
H 16.60 13.79 15.49
H 14.93 13.13 15.50
H 14.78 14.34 17.13
C 18.15 11.15 18.66
O 18.11 10.95 17.27
H 18.60 10.34 19.23
H 18.82 11.98 18.91
H 17.15 11.41 18.91
H 18.85 11.54 17.00
```

Computed properties:
Spin multiplicity = 1
Total charge = 0
ΔE to the lowest compared entry with this formula, charge and spin = 0.115 eV
HOMO-LUMO gap = 9.6 eV

=====

A structure of composition C6H12I2N3 at a distorted geometry. Source: OMol25; level of theory: wB97M-V/def2-TZVPD.

Structure (XYZ):
```
23
Properties=species:S:1:pos:R:3
C -2.89 -1.74 0.85
C -1.28 3.45 1.06
C -0.55 2.83 0.11
C 1.07 -2.59 0.05
C 0.90 -1.04 -1.90
C 0.11 -1.91 -0.94
N -1.73 -1.67 0.42
N -0.78 -1.14 -0.10
N -0.81 4.42 1.86
I -4.52 -0.56 0.15
I -1.40 1.39 -1.13
H -2.32 3.19 1.22
H 0.48 3.06 -0.09
H 1.67 -1.85 0.57
H 0.53 -3.19 0.78
H 1.73 -3.25 -0.51
H 0.25 -0.64 -2.68
H 1.66 -1.65 -2.39
H 1.39 -0.22 -1.38
H -0.46 -2.67 -1.50
H -1.40 4.87 2.53
H 0.14 4.76 1.75
H -3.16 -2.45 1.61
```

Computed properties:
Spin multiplicity = 1
Total charge = +1
ΔE to the lowest compared entry with this formula, charge and spin = 0.036 eV
HOMO-LUMO gap (alpha / beta) = 5.5 / 5.5 eV

=====

A structure of composition C39H41GaN4O3P2S. Source: OMol25; level of theory: wB97M-V/def2-TZVPD.

Structure (XYZ):
```
91
Properties=species:S:1:pos:R:3
Ga 1.63 -1.33 -1.50
C -0.45 2.68 0.08
C 1.06 2.79 0.27
P 1.90 1.73 -0.96
C 1.76 2.66 -2.52
C 1.88 1.94 -3.71
C 1.80 2.57 -4.94
C 1.57 3.94 -4.99
C 1.44 4.67 -3.82
C 1.54 4.03 -2.59
C 3.67 1.83 -0.54
C 4.15 2.37 0.65
C 5.50 2.26 0.98
C 6.37 1.61 0.12
C 5.91 1.08 -1.08
C 4.56 1.18 -1.40
C -0.95 1.30 0.58
P -2.24 0.37 -0.24
C -3.78 1.23 -0.25
C -4.89 0.54 -0.75
C -6.10 1.20 -0.88
C -6.20 2.54 -0.52
C -5.10 3.22 -0.03
C -3.88 2.57 0.11
C -1.83 -0.18 -1.88
C -1.35 0.75 -2.80
C -1.15 0.37 -4.12
C -1.43 -0.93 -4.52
C -1.94 -1.85 -3.61
C -2.15 -1.48 -2.29
H -0.70 2.86 -0.96
H -0.95 3.46 0.65
H 1.33 2.44 1.27
H 1.39 3.83 0.20
H 2.03 0.86 -3.68
H 1.91 2.00 -5.85
H 1.49 4.44 -5.95
H 1.27 5.74 -3.86
H 1.48 4.63 -1.69
H 3.49 2.89 1.33
H 5.86 2.70 1.90
H 7.42 1.53 0.38
H 6.59 0.60 -1.76
H 4.21 0.78 -2.34
H -1.31 1.38 1.61
H -0.13 0.57 0.58
H -4.82 -0.51 -1.03
H -6.97 0.67 -1.25
H -7.14 3.06 -0.63
H -5.18 4.27 0.25
H -3.03 3.10 0.51
H -1.14 1.78 -2.53
H -0.78 1.10 -4.83
H -1.28 -1.22 -5.55
H -2.19 -2.85 -3.92
H -2.57 -2.20 -1.60
N -2.32 -2.45 6.84
C -2.22 -2.41 5.49
C -2.76 -3.45 4.71
C -2.66 -3.42 3.34
C -2.03 -2.34 2.73
C -1.47 -1.31 3.48
C -1.57 -1.34 4.85
S -1.91 -2.37 1.02
O -2.87 -3.25 0.43
O -2.52 -0.87 0.74
N -0.50 -2.19 0.35
C 0.20 -3.41 0.43
N -0.33 -4.31 1.24
C 0.23 -5.50 1.35
C 1.37 -5.80 0.61
C 1.86 -4.80 -0.20
N 1.28 -3.59 -0.32
H -2.82 -3.19 7.30
H -1.99 -1.69 7.41
H -3.26 -4.28 5.20
H -3.09 -4.22 2.75
H -0.97 -0.48 3.00
H -1.15 -0.54 5.45
H -0.24 -6.22 2.02
H 1.85 -6.77 0.66
H 2.74 -4.96 -0.81
C 2.10 -0.57 2.35
C 3.31 -1.21 1.73
O 3.13 -1.21 0.29
H 2.17 -0.60 3.44
H 1.20 -1.10 2.05
H 2.02 0.48 2.04
H 3.44 -2.23 2.08
H 4.22 -0.65 1.96
H 3.99 -1.31 -0.13
```

Computed properties:
Spin multiplicity = 1
Total charge = +2
HOMO-LUMO gap = 8.0 eV

=====

A cluster of 2 separate species, C4H7NO in total at a distorted geometry. Source: OMol25; level of theory: wB97M-V/def2-TZVPD.

Structure (XYZ):
```
13
Properties=species:S:1:pos:R:3
C 1.70 -0.04 0.06
C 0.82 1.17 0.10
N -0.06 1.39 -0.79
C -1.97 -1.03 -0.47
C -1.42 -1.27 0.70
O -0.91 -1.48 1.74
H 2.72 0.25 -0.19
H 1.34 -0.75 -0.69
H 1.72 -0.53 1.04
H 1.00 1.87 0.93
H -0.56 2.26 -0.60
H -1.46 -0.34 -1.13
H -2.92 -1.49 -0.72
```

Computed properties:
Spin multiplicity = 1
Total charge = 0
ΔE to the lowest compared entry with this formula, charge and spin = 2.111 eV
HOMO-LUMO gap = 10.0 eV

=====

The ion C5H12N with charge +1 at a distorted geometry. Source: OMol25; level of theory: wB97M-V/def2-TZVPD.

Structure (XYZ):
```
18
Properties=species:S:1:pos:R:3
C 1.80 -0.12 -1.47
C 1.24 -0.79 -0.22
C -0.29 -0.91 -0.14
C -0.99 0.34 0.37
C -0.95 1.54 -0.17
N -1.60 0.19 1.72
H 2.89 -0.11 -1.42
H 1.57 -0.68 -2.38
H 1.46 0.90 -1.55
H 1.66 -1.79 -0.10
H 1.61 -0.21 0.63
H -0.50 -1.73 0.53
H -0.71 -1.15 -1.12
H -1.44 2.39 0.30
H -0.52 1.67 -1.14
H -1.07 -0.48 2.28
H -1.60 1.08 2.22
H -2.56 -0.14 1.67
```

Computed properties:
Spin multiplicity = 1
Total charge = +1
ΔE to the lowest compared entry with this formula, charge and spin = 1.185 eV
HOMO-LUMO gap = 11.1 eV

=====

What did the first record say?
A structure of composition C29H67FeN9O11 at a distorted geometry. Source: OMol25; level of theory: wB97M-V/def2-TZVPD.

Structure (XYZ):
```
117
Properties=species:S:1:pos:R:3
Fe -1.88 0.58 1.36
O -1.83 -0.08 -0.61
C -0.48 -0.05 -0.99
C 0.61 0.19 0.10
O 0.16 0.74 1.29
H -0.44 0.80 -1.72
H -0.10 -0.84 -1.67
H 1.44 0.77 -0.34
H 1.10 -0.78 0.34
C -2.78 3.56 0.87
O -2.04 2.60 1.14
N -2.99 4.08 -0.32
C -3.99 5.10 -0.54
C -2.28 3.59 -1.50
H -3.36 4.00 1.69
H -4.75 4.73 -1.23
H -3.55 6.04 -0.88
H -4.57 5.31 0.36
H -1.87 4.49 -1.98
H -1.46 2.89 -1.34
H -3.00 3.12 -2.17
C -2.01 -2.06 3.14
O -1.79 -1.26 2.23
N -2.71 -3.19 3.01
C -3.08 -3.98 4.16
C -3.45 -3.43 1.77
H -1.63 -1.88 4.15
H -2.39 -3.76 4.98
H -3.02 -5.05 3.97
H -4.09 -3.74 4.48
H -3.26 -4.47 1.50
H -4.53 -3.34 1.95
H -3.14 -2.78 0.97
C -3.42 0.47 -3.67
O -4.57 0.10 -3.59
N -2.52 0.05 -4.57
C -1.19 0.65 -4.60
C -2.78 -0.90 -5.62
H -2.99 1.19 -2.96
H -0.82 1.26 -3.79
H -1.18 1.21 -5.55
H -0.45 -0.15 -4.74
H -1.95 -1.61 -5.66
H -3.65 -1.51 -5.38
H -2.87 -0.36 -6.56
C 0.16 4.84 1.40
O -0.35 5.66 2.14
N 0.47 5.07 0.10
C 1.16 4.12 -0.75
C 0.06 6.32 -0.50
H 0.46 3.83 1.71
H 2.24 4.33 -0.68
H 0.88 4.36 -1.77
H 0.99 3.10 -0.41
H -0.32 7.01 0.25
H 0.87 6.84 -1.02
H -0.78 6.19 -1.19
C 1.11 -1.43 4.84
O 0.71 -1.95 5.87
N 2.41 -1.34 4.51
C 2.89 -0.87 3.23
C 3.48 -1.82 5.37
H 0.41 -1.01 4.10
H 3.38 0.10 3.22
H 2.18 -0.89 2.40
H 3.61 -1.61 2.86
H 3.80 -2.79 5.01
H 4.27 -1.07 5.35
H 3.16 -1.91 6.41
C -4.06 -4.28 -2.45
O -4.52 -3.79 -1.44
N -2.89 -3.92 -3.02
C -2.46 -4.58 -4.23
C -2.01 -2.97 -2.40
H -4.61 -5.05 -3.01
H -1.54 -5.15 -4.05
H -2.32 -3.86 -5.05
H -3.21 -5.27 -4.60
H -2.27 -2.70 -1.38
H -0.99 -3.38 -2.38
H -1.93 -2.06 -2.99
C 3.92 -0.25 -2.82
O 3.46 -1.10 -3.54
N 3.32 0.95 -2.59
C 2.12 1.36 -3.29
C 3.99 2.04 -1.92
H 4.86 -0.30 -2.25
H 1.42 1.92 -2.69
H 1.62 0.45 -3.64
H 2.46 1.89 -4.19
H 4.27 2.76 -2.70
H 3.44 2.44 -1.07
H 5.01 1.88 -1.56
C 2.37 2.48 3.76
O 2.32 2.73 4.95
N 3.46 2.81 3.01
C 4.34 3.84 3.56
C 3.69 2.56 1.60
H 1.58 1.98 3.17
H 4.75 4.46 2.75
H 5.20 3.39 4.06
H 3.84 4.52 4.25
H 4.76 2.58 1.43
H 3.38 1.59 1.20
H 3.19 3.36 1.04
C 0.97 -4.57 -0.58
O 0.91 -5.32 -1.53
N 1.23 -4.97 0.69
C 1.08 -4.11 1.83
C 1.52 -6.36 0.95
H 0.73 -3.49 -0.61
H 2.03 -4.09 2.38
H 0.32 -4.48 2.52
H 0.82 -3.07 1.62
H 1.57 -7.02 0.09
H 2.41 -6.45 1.58
H 0.75 -6.77 1.62
```

Computed properties:
Spin multiplicity = 5
Total charge = 0
<S²> = 6.010
HOMO-LUMO gap (alpha / beta) = 7.7 / 7.5 eV

=====

Copy entry 3 word for word.
A structure of composition C6H12I2N3 at a distorted geometry. Source: OMol25; level of theory: wB97M-V/def2-TZVPD.

Structure (XYZ):
```
23
Properties=species:S:1:pos:R:3
C -2.89 -1.74 0.85
C -1.28 3.45 1.06
C -0.55 2.83 0.11
C 1.07 -2.59 0.05
C 0.90 -1.04 -1.90
C 0.11 -1.91 -0.94
N -1.73 -1.67 0.42
N -0.78 -1.14 -0.10
N -0.81 4.42 1.86
I -4.52 -0.56 0.15
I -1.40 1.39 -1.13
H -2.32 3.19 1.22
H 0.48 3.06 -0.09
H 1.67 -1.85 0.57
H 0.53 -3.19 0.78
H 1.73 -3.25 -0.51
H 0.25 -0.64 -2.68
H 1.66 -1.65 -2.39
H 1.39 -0.22 -1.38
H -0.46 -2.67 -1.50
H -1.40 4.87 2.53
H 0.14 4.76 1.75
H -3.16 -2.45 1.61
```

Computed properties:
Spin multiplicity = 1
Total charge = +1
ΔE to the lowest compared entry with this formula, charge and spin = 0.036 eV
HOMO-LUMO gap (alpha / beta) = 5.5 / 5.5 eV

=====

Repeat the fifth record exactly.
A cluster of 2 separate species, C4H7NO in total at a distorted geometry. Source: OMol25; level of theory: wB97M-V/def2-TZVPD.

Structure (XYZ):
```
13
Properties=species:S:1:pos:R:3
C 1.70 -0.04 0.06
C 0.82 1.17 0.10
N -0.06 1.39 -0.79
C -1.97 -1.03 -0.47
C -1.42 -1.27 0.70
O -0.91 -1.48 1.74
H 2.72 0.25 -0.19
H 1.34 -0.75 -0.69
H 1.72 -0.53 1.04
H 1.00 1.87 0.93
H -0.56 2.26 -0.60
H -1.46 -0.34 -1.13
H -2.92 -1.49 -0.72
```

Computed properties:
Spin multiplicity = 1
Total charge = 0
ΔE to the lowest compared entry with this formula, charge and spin = 2.111 eV
HOMO-LUMO gap = 10.0 eV

=====

Copy entry 5 word for word.
A cluster of 2 separate species, C4H7NO in total at a distorted geometry. Source: OMol25; level of theory: wB97M-V/def2-TZVPD.

Structure (XYZ):
```
13
Properties=species:S:1:pos:R:3
C 1.70 -0.04 0.06
C 0.82 1.17 0.10
N -0.06 1.39 -0.79
C -1.97 -1.03 -0.47
C -1.42 -1.27 0.70
O -0.91 -1.48 1.74
H 2.72 0.25 -0.19
H 1.34 -0.75 -0.69
H 1.72 -0.53 1.04
H 1.00 1.87 0.93
H -0.56 2.26 -0.60
H -1.46 -0.34 -1.13
H -2.92 -1.49 -0.72
```

Computed properties:
Spin multiplicity = 1
Total charge = 0
ΔE to the lowest compared entry with this formula, charge and spin = 2.111 eV
HOMO-LUMO gap = 10.0 eV